No. 1
C22H27FN2O3 | ωB97M-V/def2-TZVPD

Cartesian coordinates (Å):
1 C 4.53 6.80 -2.64
2 C 4.78 5.35 -2.26
3 C 3.49 4.63 -1.95
4 O 2.41 5.19 -1.99
5 C 3.59 3.19 -1.58
6 C 2.41 2.50 -1.31
7 C 2.41 1.17 -0.97
8 C 3.62 0.47 -0.88
9 C 4.81 1.16 -1.15
10 C 4.80 2.49 -1.49
11 H 5.74 2.98 -1.69
12 H 5.73 0.61 -1.09
13 O 3.77 -0.84 -0.61
14 C 2.68 -1.62 -0.16
15 C 2.49 -1.51 1.37
16 O 2.10 -0.22 1.76
17 H 1.15 -0.15 1.55
18 C 1.45 -2.54 1.86
19 N 0.12 -2.10 1.46
20 C -0.52 -2.95 0.47
21 C -1.78 -2.25 -0.04
22 N -2.68 -2.02 1.06
23 C -4.05 -1.95 0.83
24 C -4.86 -0.94 1.38
25 C -6.22 -0.94 1.18
26 C -6.80 -1.94 0.43
27 C -6.04 -2.95 -0.13
28 C -4.68 -2.95 0.07
29 H -4.09 -3.75 -0.34
30 H -6.52 -3.72 -0.71
31 F -8.14 -1.93 0.23
32 H -6.84 -0.16 1.61
33 H -4.42 -0.14 1.95
34 C -2.07 -1.19 2.07
35 H -2.75 -1.08 2.92
36 C -0.79 -1.88 2.57
37 H -0.31 -1.24 3.31
38 H -1.07 -2.83 3.05
39 H -1.81 -0.19 1.68
40 H -2.25 -2.86 -0.80
41 H -1.48 -1.29 -0.50
42 H 0.17 -3.12 -0.36
43 H -0.80 -3.93 0.91
44 H 1.69 -3.53 1.47
45 H 1.51 -2.59 2.95
46 H 3.46 -1.69 1.85
47 H 1.76 -1.36 -0.68
48 H 2.95 -2.65 -0.41
49 H 1.47 0.68 -0.76
50 H 1.48 3.05 -1.37
51 H 5.43 5.30 -1.38
52 H 5.28 4.83 -3.08
53 H 5.47 7.31 -2.86
54 H 4.04 7.33 -1.83
55 H 3.89 6.86 -3.52

Results
- Structure (SMILES): CCC(=O)c1ccc(OC[C@@H](O)CN2CCN(c3ccc(F)cc3)CC2)cc1

No. 2
C22H27FN3O6S | ωB97M-V/def2-TZVPD

Cartesian coordinates (Å):
1 C -1.53 3.56 -0.85
2 H -2.42 4.09 -0.51
3 H -1.60 3.45 -1.94
4 H -0.64 4.14 -0.63
5 C -1.46 2.18 -0.19
6 C -0.14 1.53 -0.50
7 N 0.92 2.31 -0.35
8 C 2.10 1.84 -0.68
9 N 2.35 0.62 -1.13
10 C 1.31 -0.21 -1.22
11 C -0.01 0.20 -0.94
12 C -1.10 -0.74 -1.12
13 C -2.13 -0.90 -0.29
14 C -3.15 -2.00 -0.43
15 H -4.01 -1.63 -1.02
16 C -3.65 -2.40 0.97
17 H -4.50 -3.09 0.86
18 C -2.55 -3.08 1.83
19 C -2.60 -2.53 3.26
20 H -3.59 -2.66 3.69
21 H -1.87 -3.07 3.87
22 C -2.20 -1.01 3.25
23 O -2.98 -0.22 3.77
24 O -1.12 -0.75 2.66
25 H -2.72 -4.17 1.83
26 O -1.25 -2.90 1.29
27 H -0.96 -2.03 1.72
28 H -4.01 -1.50 1.48
29 O -2.65 -3.11 -1.14
30 H -1.91 -3.43 -0.60
31 H -2.23 -0.29 0.59
32 H -1.00 -1.42 -1.96
33 C 1.65 -1.58 -1.65
34 C 2.58 -1.75 -2.68
35 C 2.94 -3.01 -3.10
36 C 2.37 -4.10 -2.47
37 C 1.47 -3.97 -1.43
38 C 1.11 -2.70 -1.02
39 H 0.43 -2.58 -0.19
40 H 1.07 -4.84 -0.95
41 F 2.73 -5.35 -2.89
42 H 3.64 -3.16 -3.91
43 H 3.00 -0.87 -3.15
44 N 3.16 2.69 -0.51
45 S 2.85 4.29 -0.14
46 O 1.93 4.87 -1.07
47 O 4.13 4.93 -0.02
48 C 2.11 4.22 1.51
49 H 2.86 3.86 2.19
50 H 1.26 3.55 1.44
51 H 1.80 5.23 1.77
52 C 4.51 2.23 -0.75
53 H 4.72 1.36 -0.12
54 H 4.63 1.93 -1.80
55 H 5.17 3.05 -0.52
56 H -2.27 1.56 -0.58
57 C -1.61 2.30 1.33
58 H -2.61 2.63 1.59
59 H -1.42 1.35 1.83
60 H -0.90 3.03 1.72

Results
- Structure (SMILES): CC(C)c1nc(N(C)S(C)(=O)=O)nc(-c2ccc(F)cc2)c1/C=C/[C@@H](O)C[C@@H](O)CC(=O)[O-]
- Net charge: -1

| no. | HOMO-LUMO gap (eV) | F_max (eV Å⁻¹) |
| --- | --- | --- |
| 1 | 8.616 | 0.63 |
| 2 | 8.187 | 1.32 |